[1]
DFT (ωB97M-V/def2-TZVPD) results for a structure of composition C20H19BrN6PdS.

Results
**M**: 561.80 Da
**Highest occupied orbital energy**: -6.1441 eV
**Kohn-Sham gap**: 6.66 eV
**Energy above the lowest of the compared OMol25 structures with the same formula, charge and spin**: 42.09 kcal/mol
**Net charge**: 0

The geometry in XYZ format:
```
48
Properties=species:S:1:pos:R:3:forces:R:3
Pd 0.1358 0.5971 -0.0618 -0.1 0.1 0.2
N -0.1403 3.5848 -0.2491 0.0 0.0 0.2
C 1.1829 3.4925 0.1564 0.1 -0.1 0.1
C 2.1020 4.4414 -0.3131 0.0 0.1 -0.1
C 3.4137 4.3504 0.1000 -0.1 0.0 0.0
C 3.7859 3.3284 0.9673 0.1 -0.1 0.1
C 2.8118 2.4280 1.3532 0.1 0.1 0.0
N 1.5425 2.4948 0.9582 0.1 0.3 -0.1
C -1.2057 2.7563 0.1140 -0.2 0.0 0.3
C -2.4064 2.8527 -0.6074 -0.1 0.1 -0.1
C -3.5009 2.1384 -0.1812 0.1 0.1 -0.1
C -3.3974 1.3505 0.9620 0.1 -0.1 0.1
C -2.1849 1.3303 1.6234 -0.3 0.1 -0.1
N -1.1089 2.0249 1.2335 0.0 0.3 0.1
H -0.3140 4.1858 -1.0341 0.0 0.0 0.0
H 1.7823 5.2250 -0.9894 0.0 0.0 0.0
H 4.1426 5.0719 -0.2458 0.0 0.0 0.0
H 4.8037 3.2325 1.3191 0.0 0.0 0.0
H 3.0512 1.5934 2.0048 0.0 0.0 0.0
H -2.4573 3.4644 -1.4991 0.0 0.0 0.0
H -4.4303 2.1915 -0.7328 0.0 0.0 0.0
H -4.2356 0.7715 1.3267 0.0 0.0 0.0
H -2.0587 0.7650 2.5416 0.0 0.0 0.0
C 1.8508 -5.0723 1.0141 0.0 0.0 -0.1
C 2.0447 -3.7363 0.3550 0.0 0.0 0.0
C 2.9192 -3.5755 -0.7166 -0.1 0.1 0.0
C 3.0692 -2.3314 -1.3001 0.1 0.0 -0.1
C 2.3202 -1.2836 -0.7904 0.0 -0.1 0.1
Br 2.4779 0.4453 -1.5527 0.6 -0.3 -0.3
N 1.4727 -1.4059 0.2180 0.2 0.3 -0.3
C 1.3529 -2.6109 0.7772 0.0 -0.1 0.0
H 2.8099 -5.5598 1.1897 0.0 0.0 0.0
H 1.2600 -5.7310 0.3747 0.0 0.0 0.0
H 1.3372 -4.9687 1.9688 0.0 0.0 0.0
H 3.4819 -4.4216 -1.0922 0.0 0.0 0.0
H 3.7414 -2.1654 -2.1291 0.0 0.0 0.0
H 0.6637 -2.6735 1.6132 0.0 0.0 0.0
S -1.2062 0.2371 -2.4475 0.3 0.0 0.0
C -2.2106 -0.8530 -1.6897 0.0 -0.1 0.2
N -1.8780 -1.2615 -0.4136 -0.2 0.0 -0.1
C -2.6725 -2.0510 0.3103 0.0 -0.1 0.0
C -3.8335 -2.5333 -0.2245 -0.1 0.0 0.0
C -4.1127 -2.1371 -1.5467 0.2 0.1 0.1
N -3.3471 -1.3432 -2.2519 -0.2 -0.1 -0.1
H -0.9978 -0.6894 -0.0201 -0.7 -0.6 -0.1
H -2.3501 -2.2820 1.3181 0.1 0.1 0.0
H -4.4955 -3.1770 0.3336 0.0 0.0 0.0
H -5.0117 -2.4905 -2.0438 0.0 0.0 0.0
```
Forces are in eV/Å.

These are the Mulliken partial charges, in e, on atoms 1 to 6: -0.741, -0.053, 0.651, -0.567, -0.408, -0.544

[2]
DFT (ωB97M-V/def2-TZVPD) results for a structure of composition C4H6N2 in a non-equilibrium geometry.

Results
**M**: 82.11 Da
**Highest occupied orbital energy**: -9.7583 eV
**Kohn-Sham gap**: 10.02 eV
**Energy above the lowest of the compared OMol25 structures with the same formula, charge and spin**: 100.40 kcal/mol
**Net charge**: 0

The geometry in XYZ format:
```
12
Properties=species:S:1:pos:R:3:forces:R:3
C -0.7378 -0.5184 -0.3144 -2.7 -1.7 -0.9
C 0.2802 0.2198 0.2809 6.5 5.6 -1.5
C -0.8329 -1.1007 1.1122 -0.9 -3.3 2.9
C 1.5366 1.5084 -0.5829 -3.4 -1.4 2.4
N 0.3104 -0.2229 1.4591 -0.4 0.1 0.5
N -1.2782 -0.5185 -1.4505 0.3 -1.0 -0.1
H -1.7478 -0.9467 1.7641 0.8 0.4 -1.1
H -0.5406 -2.1839 1.4615 -0.5 1.6 -1.6
H 0.6972 1.9380 -1.1644 1.1 0.1 -0.1
H 2.2449 0.8971 -1.1346 -0.1 0.2 0.0
H 1.9786 2.2536 0.1581 -0.7 -1.4 -0.9
H -1.9107 -1.3257 -1.5892 0.0 0.7 0.4
```
Forces are in eV/Å.

These are the Mulliken partial charges, in e, on atoms 1 to 6: 0.668, -0.033, -0.282, -0.703, -0.475, -0.631

[3]
DFT (ωB97M-V/def2-TZVPD) results for a structure of composition C24H37As3N3O2Se2Te2V.

Results
**M**: 1088.41 Da
**Expectation value of S²**: 3.778
**2S+1**: 4
**Highest occupied orbital energy (alpha / beta)**: -3.4088 / -3.3526 eV
**Kohn-Sham gap (alpha / beta)**: 5.65 / 5.41 eV
**Energy above the lowest of the compared OMol25 structures with the same formula, charge and spin**: 37.60 kcal/mol
**Net charge**: -1

The geometry in XYZ format:
```
74
Properties=species:S:1:pos:R:3:forces:R:3
V -1.8625 -1.2108 -0.8051 0.2 0.1 0.1
O 3.5304 -2.6220 -0.8446 0.0 0.0 0.0
C 3.0195 -3.3392 0.1926 0.0 0.0 0.0
C 3.8584 -4.1155 0.9905 0.0 0.0 0.0
C 3.3531 -4.8318 2.0606 0.0 0.0 0.0
C 1.9979 -4.7788 2.3537 0.0 0.0 0.0
C 1.1701 -3.9969 1.5675 0.0 0.0 0.0
C 1.6541 -3.2710 0.4799 -0.1 0.0 0.0
C 0.6526 -2.4512 -0.2701 0.1 0.0 -0.2
O -0.3355 -2.0131 0.4030 -0.1 0.0 0.2
N 0.8270 -2.2916 -1.5746 -0.1 0.0 0.1
N -0.2490 -1.5953 -2.0499 0.0 -0.1 0.0
C -0.3666 -1.3652 -3.3038 -0.1 0.1 0.0
C -1.5769 -0.6505 -3.7063 0.1 -0.1 -0.1
C -1.8087 -0.2944 -5.0276 0.0 0.0 0.0
C -2.9917 0.3434 -5.3551 0.0 0.0 0.0
C -3.9173 0.5874 -4.3550 0.0 0.0 0.0
C -3.6172 0.2014 -3.0592 0.0 0.0 0.0
N -2.4649 -0.3791 -2.7256 0.0 0.1 -0.1
H 4.4858 -2.7414 -0.8551 0.0 0.0 0.0
H 4.9191 -4.1491 0.7623 0.0 0.0 0.0
H 4.0239 -5.4295 2.6653 0.0 0.0 0.0
H 1.5900 -5.3361 3.1861 0.0 0.0 0.0
H 0.1127 -3.9179 1.7821 0.0 0.0 0.0
H 0.3733 -1.7119 -4.0192 0.0 0.0 0.0
H -1.0714 -0.5435 -5.7793 0.0 0.0 0.0
H -3.1982 0.6214 -6.3808 0.0 0.0 0.0
H -4.8749 1.0425 -4.5648 0.0 0.0 0.0
H -4.3385 0.3208 -2.2584 0.0 0.0 0.0
C -2.9248 0.8361 2.3541 0.0 0.0 0.0
As -2.1706 1.1601 0.5827 0.0 -0.2 -0.1
C -3.6408 2.2001 -0.1624 0.0 0.0 0.0
C -1.0360 2.7301 1.0116 0.0 0.1 0.0
C 0.4691 2.5823 1.3097 0.0 0.0 0.0
C 0.8720 3.7572 2.2108 0.0 0.0 0.0
C 1.2814 2.6959 0.0116 0.0 0.0 0.0
As 0.8366 1.3249 -1.3441 0.1 0.1 -0.1
C 1.0339 2.4755 -2.9297 0.0 0.0 0.0
C 2.6086 0.4973 -1.4494 0.0 0.0 0.0
C 0.7312 1.2524 2.0303 0.1 0.0 0.0
As 2.5765 0.9665 2.6883 0.0 0.0 0.0
C 2.3083 -0.9003 3.2146 0.0 0.0 0.0
C 2.3653 1.6873 4.5086 0.0 0.0 0.0
H -3.0808 1.7751 2.8875 0.0 0.0 0.0
H -2.2573 0.1913 2.9247 0.0 0.0 0.0
H -3.8783 0.3257 2.2225 0.0 0.0 0.0
H -3.8741 3.0495 0.4820 0.0 0.0 0.0
H -4.5118 1.5465 -0.2430 0.0 0.0 0.0
H -3.3625 2.5600 -1.1537 0.0 0.0 0.0
H -1.5334 3.1764 1.8781 0.0 0.0 0.0
H -1.1736 3.4345 0.1845 0.0 0.0 0.0
H 0.5764 4.7031 1.7500 0.0 0.0 0.0
H 1.9544 3.7853 2.3616 0.0 0.0 0.0
H 0.3881 3.6877 3.1885 0.0 0.0 0.0
H 2.3502 2.6451 0.2354 0.0 0.0 0.0
H 1.0861 3.6738 -0.4391 0.0 0.0 0.0
H 1.9703 3.0357 -2.9043 0.0 0.0 0.0
H 0.1965 3.1727 -2.9740 0.0 0.0 0.0
H 1.0101 1.8545 -3.8257 0.0 0.0 0.0
H 3.3642 1.2483 -1.6891 0.0 0.0 0.0
H 2.6022 -0.2943 -2.1973 0.0 0.0 0.0
H 2.8516 0.0335 -0.4940 0.0 0.0 0.0
H 0.5155 0.4063 1.3658 0.0 0.0 0.0
H 0.0634 1.1531 2.8926 0.0 0.0 0.0
H 2.2804 -1.5377 2.3332 0.0 0.0 0.0
H 1.3681 -1.0099 3.7574 0.0 0.0 0.0
H 3.1323 -1.2209 3.8520 0.0 0.0 0.0
H 2.4290 2.7736 4.5165 0.0 0.0 0.0
H 3.1727 1.2883 5.1238 0.0 0.0 0.0
H 1.4096 1.3781 4.9352 0.0 0.0 0.0
Se -4.0143 -2.0835 0.4662 0.1 0.1 0.1
Te -6.1151 -1.0864 -0.4380 0.0 0.0 0.0
Te -4.2236 -3.4856 -3.3216 0.0 0.0 0.0
Se -2.9015 -3.5259 -1.2232 -0.1 -0.1 0.0
```
Forces are in eV/Å.

These are the Mulliken partial charges, in e, on atoms 1 to 6: 0.332, -0.452, 1.662, -0.859, -0.518, -0.920

[4]
DFT (ωB97M-V/def2-TZVPD) results for a structure of composition C2H3N3 in a non-equilibrium geometry.

Results
**M**: 69.07 Da
**Highest occupied orbital energy**: -10.2875 eV
**Kohn-Sham gap**: 10.99 eV
**Energy above the lowest of the compared OMol25 structures with the same formula, charge and spin**: 36.63 kcal/mol
**Net charge**: 0

The geometry in XYZ format:
```
8
Properties=species:S:1:pos:R:3:forces:R:3
C 1.0396 -0.6769 -0.0079 1.7 3.6 -1.5
C -0.2684 0.8263 -0.0710 -0.3 7.7 0.6
H 2.0551 -0.8691 0.0815 1.3 -2.7 0.1
H -0.6677 1.8133 0.1997 -0.3 -0.4 -0.8
H -2.0877 -0.3674 0.1592 3.9 0.4 -1.1
N 1.0257 0.7179 -0.1361 -1.5 -1.6 1.1
N -1.0067 -0.2145 -0.1284 -2.8 -3.1 1.0
N -0.0898 -1.2295 -0.0971 -2.0 -4.0 0.7
```
Forces are in eV/Å.

These are the Mulliken partial charges, in e, on atoms 1 to 6: 0.041, -0.085, 0.429, 0.351, 0.330, -0.502

[5]
DFT (ωB97M-V/def2-TZVPD) results for a cluster of 2 separate species, C4H11N3O2 in total in a non-equilibrium geometry.

Results
**M**: 133.15 Da
**Highest occupied orbital energy**: -8.5831 eV
**SMILES**: [H]/N=C(/N)NC.CC(=O)O
**Kohn-Sham gap**: 9.07 eV
**Energy above the lowest of the compared OMol25 structures with the same formula, charge and spin**: 49.09 kcal/mol
**Net charge**: 0

The geometry in XYZ format:
```
20
Properties=species:S:1:pos:R:3:forces:R:3
C 0.9186 2.3172 -3.1778 -0.2 0.8 -0.8
C 0.6517 1.1963 -2.2406 -2.4 -0.3 0.4
O -0.0310 0.1717 -2.8321 1.6 -1.3 -0.5
O 0.7763 1.1771 -1.0526 0.9 0.3 -0.1
H 1.8944 2.7902 -3.1783 0.1 -0.2 0.5
H 0.1730 3.0700 -2.9148 0.2 0.2 0.3
H 0.6475 2.0973 -4.2071 0.3 -0.5 0.0
C 1.1532 -1.4276 1.4309 -1.0 0.4 0.7
C -1.1458 -0.7922 2.0433 -0.4 0.5 -0.2
N -1.5754 0.1679 1.3248 0.1 0.3 0.4
N -0.2715 -1.8447 1.5956 0.9 0.4 0.7
N -1.5711 -0.9586 3.3244 0.5 -0.9 0.9
H -1.0354 0.2783 0.4743 -0.1 -0.3 -0.3
H -0.9082 -0.0787 -3.1007 -0.5 0.9 0.3
H -0.5672 -1.9413 0.6606 -0.6 -0.7 -1.3
H -2.4002 -0.5836 3.7426 0.0 0.6 -0.5
H -1.1104 -1.6681 3.8672 -0.2 -0.2 -0.2
H 1.1855 -0.5372 0.8018 0.4 -0.1 -0.2
H 1.6995 -2.2672 1.0173 0.2 0.1 0.0
H 1.5164 -1.1668 2.4213 0.4 -0.1 0.0
```
Forces are in eV/Å.

These are the Mulliken partial charges, in e, on atoms 1 to 6: -0.958, 0.680, -0.519, -0.488, 0.305, 0.275

[6]
DFT (ωB97M-V/def2-TZVPD) results for the molecule C21H24N2O5.

Results
**M**: 384.43 Da
**Highest occupied orbital energy**: -8.9882 eV
**SMILES**: CCOC(=O)CN1C[C@]23C=C[C@H](O2)[C@@H](C(=O)NCc2ccc(C)cc2)[C@@H]3C1=O
**Kohn-Sham gap**: 9.50 eV
**Energy above the lowest of the compared OMol25 structures with the same formula, charge and spin**: 43.55 kcal/mol
**Net charge**: 0

The geometry in XYZ format:
```
52
Properties=species:S:1:pos:R:3:forces:R:3
C 0.6708 -1.4646 5.0956 -0.3 0.1 -0.3
C -0.3256 -1.8857 4.0257 0.1 -0.3 0.4
H -1.1878 -2.3788 4.4851 0.1 0.0 -0.1
H 0.1370 -2.5474 3.2909 -0.1 0.1 0.1
O -0.7864 -0.7619 3.2694 0.2 0.0 -0.3
C -1.7903 -0.0537 3.7824 -0.2 0.3 0.0
O -2.3283 -0.2826 4.8312 0.0 0.0 0.1
C -2.1981 1.0861 2.8535 -0.1 -0.1 -0.1
N -1.2242 1.3786 1.8434 -0.2 0.2 0.4
C -1.3701 0.9919 0.5574 0.4 0.1 -0.4
O -2.3424 0.4436 0.0832 -0.4 -0.3 -0.2
C -0.0981 1.3569 -0.1759 -0.2 0.2 0.2
H 0.4947 0.4509 -0.3301 -0.1 0.0 0.1
C -0.2221 2.1979 -1.4532 0.1 0.2 0.0
C 0.2600 1.4294 -2.6726 -0.5 0.3 0.4
O 1.2508 1.7072 -3.3129 0.4 0.1 -0.2
N -0.5639 0.3966 -2.9442 -0.3 -0.3 -0.2
H -1.3100 0.1973 -2.2915 0.0 0.1 0.1
C -0.2277 -0.6479 -3.8915 0.1 0.0 0.0
C 0.3125 -1.8601 -3.1743 0.1 0.0 -0.1
C -0.4895 -2.5503 -2.2724 0.1 0.0 -0.1
C 0.0087 -3.6358 -1.5774 0.0 0.0 0.0
C 1.3178 -4.0635 -1.7664 0.1 0.1 0.0
C 2.1158 -3.3698 -2.6664 0.0 -0.1 0.1
C 1.6223 -2.2778 -3.3581 -0.1 0.0 0.0
H 2.2605 -1.7429 -4.0459 0.1 0.1 -0.1
H 3.1372 -3.6850 -2.8256 0.1 0.0 0.0
C 1.8441 -5.2596 -1.0328 0.0 0.0 -0.1
H 1.4103 -5.3272 -0.0374 0.0 0.0 0.1
H 2.9272 -5.2175 -0.9454 0.1 0.0 0.0
H 1.5842 -6.1703 -1.5735 0.0 -0.1 0.0
H -0.6275 -4.1599 -0.8784 -0.1 -0.1 0.1
H -1.5108 -2.2361 -2.1094 -0.1 0.0 0.0
H -1.1261 -0.9073 -4.4610 0.1 0.0 0.0
H 0.5240 -0.2349 -4.5670 -0.1 -0.1 0.0
H -1.2603 2.5077 -1.6044 0.1 -0.1 0.0
C 0.5998 3.4525 -1.0197 0.1 -0.1 -0.6
C 2.0358 3.0279 -0.7935 0.0 0.1 0.2
C 2.0425 2.3805 0.3660 -0.1 0.3 0.1
H 2.8397 1.8795 0.8772 0.3 -0.2 0.0
C 0.5928 2.3641 0.7934 0.2 -0.5 0.0
C 0.0378 2.0231 2.1607 0.2 0.2 -0.1
H -0.1344 2.9266 2.7509 0.1 0.0 0.0
H 0.7006 1.3438 2.7073 0.0 0.1 0.0
O 0.1250 3.6167 0.3078 -0.4 0.0 0.2
H 2.8293 3.2069 -1.4888 0.2 -0.1 -0.1
H 0.4352 4.3405 -1.6215 0.0 0.0 0.0
H -2.4180 1.9700 3.4605 0.0 -0.1 0.0
H -3.1159 0.7768 2.3395 0.1 0.1 0.1
H 1.0350 -2.3444 5.6179 0.1 -0.1 0.1
H 1.5147 -0.9457 4.6466 0.1 0.0 0.0
H 0.1888 -0.8054 5.8133 0.0 0.0 0.1
```
Forces are in eV/Å.

These are the Mulliken partial charges, in e, on atoms 1 to 6: -1.125, -0.330, 0.339, 0.327, -0.240, 0.618

[7]
DFT (ωB97M-V/def2-TZVPD) results for the molecule C3H6N2O2.

Results
**M**: 102.09 Da
**Highest occupied orbital energy**: -9.7788 eV
**SMILES**: [H]/N=C/OCC(N)=O
**Kohn-Sham gap**: 10.72 eV
**Energy above the lowest of the compared OMol25 structures with the same formula, charge and spin**: 32.81 kcal/mol
**Net charge**: 0

The geometry in XYZ format:
```
13
Properties=species:S:1:pos:R:3:forces:R:3
N -1.7725 -0.4498 -0.7578 -0.1 0.2 -0.1
C -1.0731 0.1166 0.2853 -0.2 0.1 0.2
O -1.3637 1.1689 0.8119 0.0 -0.4 -0.1
C -0.0150 -0.8258 0.8611 -0.1 -0.1 0.0
O 1.2165 -0.1857 1.1679 0.0 0.1 -0.1
C 1.6931 0.5858 0.1832 0.0 0.1 -0.3
N 1.0851 0.7151 -0.9188 0.3 0.0 0.2
H -2.4775 0.1675 -1.1348 0.0 0.0 0.0
H -1.2026 -0.8903 -1.4692 -0.1 0.0 0.2
H 0.1672 -1.6717 0.1909 0.0 0.1 0.0
H -0.4079 -1.1972 1.8099 0.1 0.0 -0.1
H 2.6349 1.0516 0.4818 -0.2 0.0 0.0
H 1.5155 1.4151 -1.5114 0.2 -0.1 -0.1
```
Forces are in eV/Å.

These are the Mulliken partial charges, in e, on atoms 1 to 6: -0.507, 0.522, -0.599, -0.323, -0.313, 0.085